Below is the molecule C4H11NS at a distorted geometry, with properties calculated with wB97M-V/def2-TZVPD.

Computed properties:
E_HOMO   -8.29 eV
Orbital gap   9.329 eV
Total charge   0
SMILES string   CSCCCN
LUMO   1.039 eV
Relative energy (zero: lowest compared OMol25 entry of this formula, charge and spin)   29.2 kJ/mol

Bonds (Å) are listed after each position.
Element x y z (Å)
1 C -0.47225 -0.07822 -2.74379  S2 1.825, H7 1.088, H8 1.091, H9 1.080
2 S 0.38296 1.34958 -1.99493  C1 1.825, C3 1.813
3 C 0.73196 0.66273 -0.35417  S2 1.813, C4 1.531, H10 1.094, H11 1.085
4 C -0.52271 0.52629 0.51320  C3 1.531, C5 1.518, H12 1.095, H13 1.090
5 C -0.36359 -0.52293 1.59929  C4 1.518, N6 1.460, H14 1.084, H15 1.094
6 N 0.93759 -0.48766 2.26022  C5 1.460, H16 1.009, H17 1.009
7 H -1.37208 -0.35054 -2.19603  C1 1.088
8 H -0.76376 0.28004 -3.73205  C1 1.091
9 H 0.21688 -0.91028 -2.74602  C1 1.080
10 H 1.26957 -0.27725 -0.50700  C3 1.094
11 H 1.42839 1.33938 0.13023  C3 1.085
12 H -0.65844 1.52682 0.93679  C4 1.095
13 H -1.35925 0.33777 -0.15923  C4 1.090
14 H -0.46273 -1.49644 1.13404  C5 1.084
15 H -1.22635 -0.52343 2.27164  C5 1.094
16 H 0.95801 0.03928 3.12083  N6 1.009
17 H 1.27580 -1.41514 2.46698  N6 1.009

---

Below is the ion C4H11NS2 with charge +1 at a distorted geometry, with properties calculated with wB97M-V/def2-TZVPD.

Computed properties:
2S+1   2
E_HOMO (alpha / beta)   -12.46 / -11.64 eV
Orbital gap (alpha / beta)   8.223 / 3.266 eV
Total charge   +1
LUMO (alpha / beta)   -4.235 / -8.375 eV
Relative energy (zero: lowest compared OMol25 entry of this formula, charge and spin)   183.3 kJ/mol

Bonds (Å) are listed after each position.
Element x y z (Å)
1 S -0.54223 -3.47852 -0.88920  S2 2.020, H8 1.376
2 S -1.76212 -2.20079 0.09101  S1 2.020, C3 1.860
3 C -0.45887 -1.36499 1.12169  S2 1.860, C4 1.508, H9 1.143, H10 1.082
4 C 0.73482 -0.64156 0.54996  C3 1.508, C5 1.572, H11 1.081, H12 1.094
5 C 0.31443 0.44272 -0.50719  C4 1.572, N6 1.488, H13 1.091, H14 1.126
6 N 0.42989 1.76513 0.16537  C5 1.488, C7 1.450, H15 1.005
7 C 0.11995 2.84259 -0.75481  N6 1.450, H16 1.129, H17 1.089, H18 1.099
8 H -1.05754 -4.73717 -0.67983  S1 1.376
9 H -0.23217 -2.20912 1.85804  C3 1.143
10 H -1.07271 -0.72081 1.73815  C3 1.082
11 H 1.54608 -1.24304 0.16517  C4 1.081
12 H 1.14695 -0.03371 1.36075  C4 1.094
13 H 1.16016 0.49617 -1.19466  C5 1.091
14 H -0.68099 0.38213 -1.02959  C5 1.126
15 H 0.30997 1.52867 1.13520  N6 1.005
16 H -0.84921 2.72854 -1.32176  C7 1.129
17 H 0.74970 2.66261 -1.62521  C7 1.089
18 H 0.14389 3.78115 -0.18309  C7 1.099